Entry 1:
The following is a quantum chemistry calculation of a 12-piece molecular cluster, C4H32N2O12 overall, from the OMol25 dataset.

```
50
Properties=species:S:1:pos:R:3:nbo_charge:R:1
C -1.48692 2.03354 -0.34257 -0.4772
N -1.48591 1.01154 0.67220 -0.5797
C -0.80500 -0.16186 0.60153 0.6820
O -0.94813 -0.89864 1.60040 -0.7165
C -0.08476 -0.59331 -0.66418 -0.1387
C 0.47132 -2.06142 -0.32509 -0.6108
N -1.22145 -0.54499 -1.67828 -0.8658
H -1.75232 3.09157 0.02289 0.2187
H -0.60553 2.32318 -1.01661 0.2430
H -2.34128 1.81606 -1.03385 0.2135
H -1.82841 1.01813 1.52681 0.4066
H 0.78733 0.13004 -0.74074 0.2127
H -0.25748 -2.84159 -0.81018 0.2197
H 0.86799 -2.21633 0.59924 0.2251
H 1.21627 -2.10990 -1.10233 0.2031
H -0.85970 -0.37448 -2.61946 0.3592
H -1.69386 -1.42967 -1.74063 0.4025
O -4.51329 -0.26243 -1.81986 -0.9362
H -3.84284 -0.79622 -1.43023 0.4776
H -4.05117 0.07582 -2.56070 0.4524
O -3.44946 -1.26256 2.09971 -1.0045
H -2.53011 -1.08927 1.75150 0.4877
H -3.44577 -1.44243 3.01692 0.4744
O -0.04020 1.02499 4.02328 -0.9767
H 0.26232 1.45112 3.13888 0.4983
H -0.74396 1.60575 4.29033 0.4572
O 0.36783 2.51752 -2.82608 -0.9767
H 0.91695 1.68544 -2.94213 0.4919
H -0.48903 2.16948 -2.81388 0.4583
O 2.75870 2.42884 -0.93609 -0.9767
H 3.61209 2.97973 -1.06532 0.4828
H 2.08422 3.03336 -1.22111 0.4990
O -2.99611 -2.53218 -0.90912 -0.9673
H -3.19719 -2.35456 -0.02689 0.5092
H -3.13923 -3.36257 -1.19374 0.4823
O 1.78244 0.42847 -3.05502 -0.9672
H 2.44598 -0.24121 -2.81247 0.5251
H 1.68374 0.23987 -4.03086 0.4852
O 3.42500 -0.90472 1.96922 -0.9655
H 3.03534 -1.41906 2.73737 0.4984
H 3.47093 -1.53185 1.33836 0.4571
O 1.24127 1.81466 1.71157 -0.9478
H 1.13414 1.09646 1.08388 0.4704
H 2.13471 2.17522 1.47100 0.5026
O 1.22360 -2.17237 3.52987 -0.9723
H 0.63000 -1.75221 2.83015 0.5041
H 1.17758 -1.64194 4.26068 0.4750
O 3.59958 -0.40253 -1.12400 -0.9680
H 4.45144 -0.03412 -0.70156 0.4849
H 3.02831 0.28364 -0.73282 0.4875
```

Summary:
structure (SMILES): CNC(=O)[C@@H](C)N.O.O.O.O.O.O.O.O.O.O.O
energy: -32215.8953 eV
maximum force: 6.863 eV/A
energy relative to the best compared isomer or geometry (same formula, charge and spin): 118.8 kcal per mole

---

Entry 2:
The following is a quantum chemistry calculation of a 11-piece molecular cluster, C4H33N2O10 overall, from the OMol25 dataset.

```
49
Properties=species:S:1:pos:R:3:mulliken_spin:R:1
N -1.94518 -0.66560 -2.53017 0.7629
C -0.51954 -0.54727 -1.92514 1.0150
C 0.31855 -1.66314 -2.58024 0.3764
C -0.56472 -0.51978 -0.40132 -0.4774
N -1.35870 0.65294 -0.09176 -0.0040
C -2.32265 0.68834 1.03209 0.2788
H -1.89930 -0.39711 -3.51263 -0.3211
H -2.21090 -1.66382 -2.62720 -0.0689
H -2.69710 -0.22331 -2.00642 -0.1995
H -0.05618 0.37295 -2.29097 -0.1699
H -0.14876 -2.66067 -2.55764 0.0774
H 1.26846 -1.84534 -2.10972 0.0789
H 0.43788 -1.48929 -3.65894 -0.4181
H -0.94434 -1.39710 0.17818 0.0244
H 0.50647 -0.60990 -0.16732 0.0512
H -0.73545 1.45899 0.08851 0.1442
H -2.22555 1.48910 1.78650 -0.0253
H -3.31223 0.98973 0.66995 -0.0620
H -2.23776 -0.30729 1.53486 -0.0114
H 0.71957 0.61944 2.01454 0.0688
H 0.50608 -0.11555 3.35428 -0.0291
O 1.07040 0.53399 2.91402 0.0818
H 2.89258 0.23936 2.04589 -0.0074
H 2.56648 0.99704 0.70445 0.0517
O 3.20994 0.40426 1.15397 0.1243
H -1.60723 -2.98674 -0.49907 0.0264
H -3.13535 -3.10947 -0.45258 0.0714
O -2.41352 -2.76369 -1.00118 -0.2357
H 2.07409 4.50736 -1.19511 0.0955
H 1.65368 4.04674 -2.54142 0.0401
O 1.52999 3.81511 -1.60675 -0.4557
H 3.43451 -2.24638 -0.32065 -0.0050
H 3.12042 -1.08937 0.54923 0.0262
O 2.67477 -1.92750 0.19029 -0.0515
H -0.07821 4.06828 2.87971 -0.0011
H 0.18470 2.61216 3.43826 0.0175
O 0.12242 3.15448 2.64418 -0.0614
H -2.29914 2.95450 -2.96707 0.0624
H -1.62793 2.01347 -1.96778 0.0418
O -2.01378 2.03790 -2.86227 -0.3855
H -0.08065 -2.79657 2.09720 0.0210
H -0.32348 -3.20075 3.50287 -0.0119
O -0.49169 -2.43644 2.93070 0.0203
H 1.29780 -4.04591 1.03530 -0.0039
H 1.22179 -2.66019 0.41328 0.0080
O 0.64204 -3.41223 0.71321 0.0105
H 1.26800 2.61459 -0.45087 0.0369
H 1.03780 2.76605 1.22138 0.0294
O 1.18420 2.16916 0.42006 0.3625
```

Summary:
2S+1: 2
expectation value of S²: 0.750
energy: -28135.7710 eV
maximum force: 2.698 eV/A
energy relative to the best compared isomer or geometry (same formula, charge and spin): 12.3 kcal per mole

---

Entry 3:
The following is a quantum chemistry calculation of a 12-piece molecular cluster, C4H33NO12 overall, from the OMol25 dataset.

```
50
Properties=species:S:1:pos:R:3:nbo_charge:R:1
C 0.47060 0.44268 -4.37567 -0.4291
N -0.41367 0.73320 -3.14417 -0.6388
C -1.14538 -0.48272 -2.79870 -0.2571
C -1.97967 -0.42212 -1.42486 0.0935
C -3.20910 -1.34104 -1.42145 -0.6410
O -1.32802 -0.51124 -0.20915 -0.7578
H 1.00898 1.39741 -4.57002 0.2056
H 1.29385 -0.39693 -4.27963 0.1628
H -0.16297 0.06262 -5.25587 0.1971
H 0.10280 1.05761 -2.38922 0.3899
H -0.60527 -1.47967 -2.93239 0.1580
H -1.85939 -0.64833 -3.63605 0.1907
H -2.45169 0.69912 -1.27327 0.1883
H -2.95430 -2.31972 -0.85584 0.2057
H -3.50838 -1.58025 -2.42895 0.2133
H -4.04664 -0.70161 -0.94674 0.2274
H -1.08833 -1.47169 -0.03423 0.4948
O -0.59073 -3.44926 0.11189 -1.0040
H -1.00341 -4.14956 -0.20879 0.4658
H -0.69487 -3.68342 1.11438 0.5089
O -0.42244 -0.94858 3.74871 -1.0029
H 0.25551 -0.72256 4.37673 0.4832
H -1.03237 -0.10904 3.81140 0.5131
O -0.33194 1.70006 4.47153 -0.9953
H -0.82512 2.24497 3.69964 0.4791
H 0.63219 1.73481 4.25609 0.5120
O -1.03744 -3.33956 2.72082 -0.9605
H -1.33510 -2.42654 2.76554 0.5152
H -0.15797 -3.38638 3.18965 0.4937
O -2.16500 3.25694 -2.16406 -0.9274
H -1.64905 3.19701 -2.93902 0.4699
H -1.52520 2.92726 -1.53964 0.4592
O 2.08805 -2.21137 -0.27563 -0.9865
H 1.16801 -2.32982 0.10361 0.4979
H 2.02232 -2.62627 -1.16496 0.4905
O 2.52656 0.03736 1.47120 -0.9927
H 3.30525 0.09998 0.84571 0.5001
H 2.21189 -0.90579 1.18973 0.5121
O -0.09014 3.19435 0.92581 -0.9290
H 0.35134 2.76248 0.24789 0.4764
H -0.80134 2.74776 1.07934 0.4529
O 1.98852 2.26041 2.96598 -0.9911
H 1.72031 2.70928 2.18754 0.4843
H 2.24418 1.33574 2.68803 0.5034
O 0.99946 0.83761 -0.67364 -1.0039
H 1.29390 1.05392 0.25634 0.4808
H 0.31296 0.13470 -0.40332 0.4895
O 3.20543 0.44890 -1.87087 -0.9206
H 3.59893 0.70590 -2.76427 0.4624
H 3.51750 -0.45116 -1.83694 0.4604
```

Summary:
structure (SMILES): CNC[C@@H](C)O.O.O.O.O.O.O.O.O.O.O.O
energy: -30741.0923 eV
maximum force: 8.213 eV/A
energy relative to the best compared isomer or geometry (same formula, charge and spin): 119.4 kcal per mole

---

Entry 4:
The following is a quantum chemistry calculation of a 13-piece molecular cluster, C4H33NO15 overall, from the OMol25 dataset.

```
53
Properties=species:S:1:pos:R:3:nbo_charge:R:1
C 1.29195 1.11046 0.33477 -0.0790
O 2.12565 0.96035 1.46761 -0.7598
C -0.03519 0.33970 0.50520 -0.0706
C -0.63323 0.55495 1.91673 -0.5392
C -1.85538 -0.31602 2.11999 0.8407
O -2.56266 0.13660 3.16829 -0.6755
O -2.27838 -1.13406 1.34312 -0.6487
N 0.34026 -1.07601 0.18976 -0.8871
H 1.81833 0.84903 -0.58587 0.1748
H 0.90396 2.12875 0.20838 0.1811
H -0.78794 0.73532 -0.17954 0.1883
H 0.16794 0.46489 2.63875 0.2763
H -0.98326 1.58713 2.00090 0.2367
H -3.39725 -0.35800 3.18975 0.4914
H 0.39955 -1.07171 -0.82196 0.3716
H 2.63092 1.77606 1.48289 0.5105
H -0.44649 -1.64946 0.45592 0.3801
H 0.94318 -2.38642 2.39080 0.5041
H 0.27049 -2.45467 3.76263 0.4756
O 0.26990 -1.95518 2.93828 -0.9723
H -1.46763 -1.05696 -3.57050 0.5180
H -1.11722 -0.11086 -4.99915 0.5063
O -1.13663 -0.30828 -4.06943 -1.0323
H -1.30005 -1.50834 -1.52519 0.4706
H -1.95839 -2.59744 -1.99018 0.4681
O -2.23730 -1.70954 -1.71906 -0.9287
H 3.38616 -1.53515 1.01641 0.4702
H 2.20965 -0.86672 1.70102 0.5198
O 2.76576 -1.67057 1.74164 -0.9815
H -1.29272 -3.41596 2.22338 0.4712
H -2.39448 -3.05006 1.28542 0.4901
O -1.83705 -3.80565 1.52958 -0.9685
H -3.19063 2.16759 -0.21370 0.5053
H -2.36390 3.21621 -1.29917 0.5023
O -2.55623 2.83752 -0.45208 -1.0128
H 1.78646 -2.87853 -1.61714 0.5017
H 1.29359 -2.62340 -3.06148 0.4728
O 1.24546 -2.26576 -2.17027 -1.0007
H 2.75557 3.63914 -0.67105 0.4834
H 2.17009 4.48496 0.50825 0.4897
O 2.81652 3.81680 0.27026 -0.9675
H 1.55666 2.24192 -2.54941 0.4699
H 2.09754 0.98927 -3.20068 0.4783
O 2.33731 1.90306 -3.00764 -0.9453
H -1.71416 2.79408 -3.23552 0.4626
H -1.81001 1.31434 -2.82700 0.5084
O -1.28444 2.11727 -2.70540 -0.9666
H 2.61394 -2.98738 0.40003 0.4961
H 1.74516 -4.05667 -0.12752 0.4726
O 2.63509 -3.69532 -0.27749 -0.9565
H -0.54762 4.07204 0.12199 0.4942
H -0.21872 4.00060 -1.41156 0.4775
O 0.04882 4.37400 -0.56972 -0.9677
```

Summary:
energy: -36886.0687 eV
maximum force: 3.086 eV/A
energy relative to the best compared isomer or geometry (same formula, charge and spin): 53.1 kcal per mole

---

What is the formula in the third record? C4H33NO12